2 unconnected molecules or ions with the total composition H5NS at a distorted geometry, computed with ωB97M-V/def2-TZVPD.

orbital gap (alpha / beta): 7.9 / 3.8 eV
LUMO energy (alpha / beta): -7.59 / -10.60 eV
HOMO energy (alpha / beta): -15.46 / -14.37 eV
spin multiplicity: 2
molecular weight: 51.11 g/mol
charge: +1
maximum force: 3.95 eV/Å
relative energy (zero: lowest compared OMol25 entry of this formula, charge and spin): 406.8 kJ/mol
<S²>: 0.76

Each line ends with the Löwdin charge.
Atoms and positions in Å:
1 H 0.509 0.723 -0.537  -0.049
2 S 1.265 -0.080 0.303  0.899
3 H -1.845 0.702 -0.107  -0.010
4 H -2.226 -0.875 0.098  0.049
5 N -2.522 0.000 -0.376  0.093
6 H -2.358 -0.131 -1.373  0.039
7 H 2.495 -0.455 0.827  -0.022

Force components x, y, z for each atom (eV/Å):
H 2.0082 0.6541 -0.4740
S -2.6802 -2.0775 2.0248
H -0.3301 0.5033 0.4006
H -0.6256 0.6092 -0.3065
N 1.5724 -0.9972 -0.0667
H -0.5499 -0.1197 -0.0523
H 0.6053 1.4278 -1.5260



A molecular structure, C6H13N3 at a distorted geometry, computed with ωB97M-V/def2-TZVPD.

orbital gap (alpha / beta): 7.4 / 7.4 eV
LUMO energy (alpha / beta): 0.41 / 0.41 eV
HOMO energy (alpha / beta): -6.96 / -6.96 eV
molecular weight: 127.19 g/mol
maximum force: 3.07 eV/Å
relative energy (zero: lowest compared OMol25 entry of this formula, charge and spin): 529.9 kJ/mol

Each line ends with the Löwdin charge.
Atoms and positions in Å:
1 H -1.082 -2.282 -1.940  0.060
2 H -1.306 3.046 -0.395  0.034
3 H 2.333 -0.217 1.307  0.098
4 H 0.204 -2.175 0.625  0.108
5 C -1.703 0.625 1.123  -0.065
6 H -0.913 0.376 -1.009  0.165
7 H 0.705 -0.492 1.986  0.078
8 H 1.375 1.142 1.968  0.101
9 N 0.743 0.465 0.105  -0.095
10 C 0.495 -0.592 -0.889  -0.376
11 H -1.414 0.955 2.123  0.078
12 C -0.091 -1.864 -0.377  -0.242
13 C -0.801 1.240 0.084  -0.521
14 H 1.340 -1.500 -2.616  0.061
15 C 1.377 -0.668 -1.932  0.079
16 H -1.692 -0.461 1.078  0.057
17 H 1.291 1.190 -0.358  0.134
18 N -0.873 -2.634 -1.002  0.118
19 H 1.952 0.195 -2.241  0.062
20 C 1.332 0.198 1.428  -0.028
21 H -2.722 0.958 0.926  0.086
22 N -0.551 2.496 0.005  0.010

Force components x, y, z for each atom (eV/Å):
H -0.0823 0.1772 0.1119
H 0.1159 -0.0035 0.3226
H -0.0209 -0.0079 0.1229
H 0.0177 0.1111 0.0682
C 0.1537 -0.3883 0.1480
H -0.9286 1.7110 1.1440
H 0.0105 -0.0324 -0.0116
H 0.0102 0.0225 -0.0900
N -1.0021 0.3709 0.1316
C 2.7133 -0.7518 0.3171
H -0.0418 0.0807 -0.0022
C -0.5826 0.1575 -0.1704
C 0.5455 -2.5975 -1.5460
H -0.0236 -0.1338 0.0074
C -1.2519 0.3731 0.3832
H -0.0984 -0.1677 0.0455
H -0.2632 0.1348 0.0763
N 0.2281 -0.2029 -0.1146
H 0.1668 0.0306 0.1330
C 0.0825 -0.2983 -0.2481
H 0.0575 0.0619 -0.0274
N 0.1934 1.3527 -0.8014